1.
{"formula": "C9H19N3OS3Sb2Se4Tc", "method": "ωB97M-V/def2-TZVPD", "orbital_gap_ev": [6.00, 6.25], "energy_ev": -325310.7942, "homo_ha": [-0.5207, -0.5213], "total_charge": 2, "s2": 0.763, "relative_energy_kj_mol": 155.5, "lumo_ev": [-8.2, -7.9], "multiplicity": 2, "elements": ["Tc", "S", "Sb", "S", "S", "Se", "Sb", "Se", "Se", "Se", "C", "C", "O", "H", "H", "H", "H", "H", "H", "C", "C", "N", "C", "N", "C", "C", "C", "N", "C", "H", "H", "H", "H", "H", "H", "H", "H", "H", "H", "H", "H", "H"], "positions_angstrom": [[0.238, -0.079, 0.548], [-3.834, -0.517, 0.517], [-2.552, -1.121, 2.467], [-1.311, 1.094, 1.911], [-0.726, -2.045, 1.225], [-0.097, 4.418, -0.739], [-0.435, 2.792, -2.357], [0.952, 0.727, -1.557], [-2.126, 0.738, -0.125], [-1.694, 2.350, -4.238], [-1.447, -2.810, -3.866], [-1.794, -1.414, -3.410], [-1.894, -1.335, -1.971], [-1.359, -2.843, -4.952], [-2.225, -3.524, -3.584], [-0.500, -3.137, -3.437], [-2.727, -1.067, -3.858], [-1.014, -0.702, -3.680], [-2.448, -2.066, -1.673], [4.863, -2.884, 1.453], [3.463, -3.387, 1.727], [2.527, -2.256, 1.660], [2.866, -0.975, 1.783], [1.868, -0.035, 1.633], [2.196, 1.341, 2.088], [3.557, 1.726, 1.553], [4.583, 0.774, 2.121], [4.116, -0.621, 2.034], [5.126, -1.663, 2.310], [4.978, -2.626, 0.399], [5.588, -3.663, 1.686], [3.397, -3.845, 2.715], [3.147, -4.121, 0.989], [1.537, -2.448, 1.731], [2.159, 1.381, 3.180], [1.434, 2.021, 1.704], [3.803, 2.747, 1.841], [3.544, 1.678, 0.462], [4.783, 0.997, 3.171], [5.528, 0.832, 1.583], [5.097, -1.907, 3.374], [6.097, -1.225, 2.094]], "mulliken_spin": [0.97, 0.00, 0.02, -0.03, 0.02, -0.01, 0.01, 0.02, 0.00, 0.01, 0.00, 0.00, 0.01, 0.00, 0.00, 0.00, 0.00, 0.00, 0.00, 0.00, 0.00, 0.00, 0.01, 0.01, -0.02, 0.00, 0.00, 0.00, 0.00, 0.00, 0.00, 0.00, 0.00, 0.00, 0.00, 0.01, 0.00, 0.00, 0.00, 0.00, 0.00, 0.00]}

=====

2.
{"formula": "C28H77N7O7", "method": "ωB97M-V/def2-TZVPD", "orbital_gap_ev": 9.00, "energy_ev": -55038.9822, "homo_ha": -0.3235, "smiles": "COC[C@H](C)N.COC[C@H](C)N.COC[C@H](C)N.COC[C@H](C)N.COC[C@H](C)N.COC[C@H](C)N.COC[C@H](C)N", "relative_energy_kj_mol": 593.7, "lumo_ev": 0.2, "elements": ["C", "C", "C", "O", "C", "N", "H", "H", "H", "H", "H", "H", "H", "H", "H", "H", "H", "C", "C", "C", "O", "C", "N", "H", "H", "H", "H", "H", "H", "H", "H", "H", "H", "H", "C", "C", "C", "O", "C", "N", "H", "H", "H", "H", "H", "H", "H", "H", "H", "H", "H", "C", "C", "C", "O", "C", "N", "H", "H", "H", "H", "H", "H", "H", "H", "H", "H", "H", "C", "C", "C", "O", "C", "N", "H", "H", "H", "H", "H", "H", "H", "H", "H", "H", "H", "C", "C", "C", "O", "C", "N", "H", "H", "H", "H", "H", "H", "H", "H", "H", "H", "H", "C", "C", "C", "O", "C", "N", "H", "H", "H", "H", "H", "H", "H", "H", "H", "H", "H"], "positions_angstrom": [[-2.288, -9.776, 20.072], [-2.383, -8.766, 18.871], [-2.978, -7.432, 19.363], [-2.946, -6.406, 18.312], [-3.262, -5.110, 18.801], [-0.989, -8.672, 18.315], [-2.107, -9.216, 20.989], [-1.488, -10.509, 19.966], [-3.219, -10.342, 20.106], [-2.944, -9.031, 17.975], [-2.421, -6.977, 20.183], [-3.963, -7.686, 19.754], [-3.418, -4.410, 17.981], [-2.388, -4.725, 19.327], [-4.218, -5.007, 19.313], [-0.236, -8.639, 18.987], [-0.940, -7.768, 17.868], [-7.114, -10.803, 26.986], [-6.580, -11.327, 25.577], [-7.496, -12.286, 24.843], [-7.981, -13.265, 25.767], [-7.143, -14.222, 26.092], [-6.468, -10.169, 24.731], [-6.314, -10.313, 27.540], [-7.419, -11.685, 27.550], [-7.981, -10.206, 26.704], [-5.663, -11.774, 25.961], [-6.862, -12.783, 24.108], [-8.350, -11.827, 24.345], [-6.459, -14.501, 25.290], [-7.557, -15.224, 26.208], [-6.477, -13.863, 26.877], [-6.130, -9.375, 25.258], [-7.441, -9.916, 24.631], [6.783, -15.946, 28.609], [5.381, -16.476, 28.830], [5.046, -16.515, 30.305], [3.768, -17.012, 30.461], [3.546, -17.793, 31.608], [4.457, -15.618, 28.154], [6.890, -14.936, 29.005], [7.158, -16.003, 27.587], [7.371, -16.582, 29.271], [5.286, -17.528, 28.559], [5.186, -15.613, 30.901], [5.726, -17.170, 30.851], [2.479, -17.593, 31.704], [4.063, -17.549, 32.536], [3.737, -18.835, 31.350], [4.670, -14.746, 28.618], [3.626, -16.031, 28.553], [4.959, -15.557, 19.775], [5.618, -15.900, 21.131], [5.410, -14.702, 22.094], [6.133, -13.620, 21.551], [5.852, -12.381, 22.178], [4.963, -17.030, 21.613], [5.074, -16.418, 19.116], [5.286, -14.687, 19.206], [3.873, -15.489, 19.839], [6.675, -16.102, 20.960], [5.803, -14.960, 23.077], [4.356, -14.463, 22.241], [6.016, -11.537, 21.509], [6.660, -12.377, 22.909], [4.885, -12.211, 22.654], [4.018, -16.835, 21.909], [5.419, -17.318, 22.467], [0.267, -24.144, 23.940], [0.854, -24.205, 25.384], [2.291, -23.523, 25.392], [3.332, -24.366, 24.963], [4.000, -23.933, 23.811], [-0.078, -23.494, 26.213], [-0.792, -24.396, 23.891], [0.913, -24.768, 23.322], [0.274, -23.144, 23.507], [0.983, -25.222, 25.753], [2.569, -23.281, 26.418], [2.371, -22.474, 25.106], [4.601, -23.028, 23.898], [3.296, -23.893, 22.980], [4.714, -24.728, 23.595], [0.231, -23.545, 27.173], [-0.271, -22.533, 25.972], [-0.436, -16.368, 22.526], [-0.150, -16.663, 24.042], [-0.706, -18.031, 24.431], [-0.783, -18.298, 25.837], [-1.759, -17.443, 26.618], [1.225, -16.739, 24.275], [0.002, -15.413, 22.237], [-1.497, -16.302, 22.284], [-0.006, -17.138, 21.886], [-0.746, -15.933, 24.589], [-0.091, -18.796, 23.957], [-1.717, -18.226, 24.072], [-2.078, -17.979, 27.512], [-2.596, -16.985, 26.091], [-1.220, -16.551, 26.934], [1.251, -17.164, 25.191], [1.389, -15.749, 24.396], [-0.857, -11.030, 28.538], [-0.185, -12.097, 29.474], [1.019, -11.478, 30.328], [1.858, -12.428, 30.983], [1.424, -12.713, 32.275], [-1.069, -12.931, 30.209], [-1.126, -10.319, 29.320], [-1.734, -11.344, 27.971], [-0.092, -10.535, 27.941], [0.383, -12.765, 28.827], [0.627, -10.657, 30.928], [1.654, -10.890, 29.666], [1.837, -11.861, 32.815], [1.704, -13.716, 32.598], [0.342, -12.814, 32.355], [-1.498, -12.273, 30.844], [-0.583, -13.626, 30.758]], "mulliken_charge": [-1.42, 0.52, -0.75, -0.35, -0.75, -0.72, 0.36, 0.43, 0.35, 0.28, 0.35, 0.33, 0.28, 0.31, 0.29, 0.23, 0.25, -1.34, 0.20, -0.57, -0.41, -0.74, -0.71, 0.38, 0.36, 0.34, 0.31, 0.34, 0.38, 0.29, 0.31, 0.27, 0.29, 0.30, -1.37, 0.28, -0.78, -0.29, -0.83, -0.68, 0.34, 0.33, 0.34, 0.30, 0.33, 0.45, 0.25, 0.34, 0.31, 0.30, 0.40, -1.36, 0.32, -0.50, -0.33, -0.74, -0.70, 0.36, 0.33, 0.29, 0.35, 0.34, 0.31, 0.25, 0.28, 0.30, 0.21, 0.28, -1.39, 0.50, -0.79, -0.34, -0.67, -0.66, 0.40, 0.34, 0.29, 0.28, 0.37, 0.39, 0.29, 0.29, 0.24, 0.25, 0.21, -1.45, 0.63, -1.00, -0.34, -0.84, -0.60, 0.35, 0.40, 0.30, 0.24, 0.41, 0.43, 0.27, 0.37, 0.30, 0.27, 0.28, -1.29, 0.40, -0.89, -0.29, -0.74, -0.65, 0.32, 0.34, 0.33, 0.28, 0.41, 0.38, 0.30, 0.21, 0.30, 0.30, 0.28]}

=====

3.
{"formula": "C9H24BaFO9S3", "method": "ωB97M-V/def2-TZVPD", "orbital_gap_ev": 3.29, "energy_ev": -64052.6501, "homo_ha": -0.3717, "total_charge": 1, "relative_energy_kj_mol": 679.6, "lumo_ev": -6.8, "elements": ["Ba", "F", "O", "S", "O", "O", "C", "C", "C", "H", "H", "H", "H", "H", "H", "H", "H", "O", "S", "O", "O", "C", "C", "C", "H", "H", "H", "H", "H", "H", "H", "H", "O", "S", "O", "O", "C", "C", "C", "H", "H", "H", "H", "H", "H", "H", "H"], "positions_angstrom": [[-3.386, 6.465, 0.036], [-0.566, 4.263, 3.305], [-5.587, 0.598, 2.513], [-5.640, -0.588, 3.332], [-6.902, -1.062, 3.848], [-4.950, -1.853, 2.523], [-5.210, -3.149, 3.041], [-4.645, -4.183, 2.056], [-4.467, -0.528, 4.761], [-6.288, -3.308, 3.052], [-4.799, -3.315, 4.037], [-4.053, -4.961, 2.538], [-3.993, -3.786, 1.277], [-5.388, -4.688, 1.439], [-4.806, -1.297, 5.456], [-4.710, 0.443, 5.192], [-3.417, -0.559, 4.469], [0.980, -3.974, 3.121], [1.890, -4.208, 2.026], [3.312, -4.215, 2.143], [1.421, -5.645, 1.304], [2.097, -6.009, 0.120], [1.906, -7.565, 0.020], [1.463, -3.027, 0.683], [3.163, -5.791, 0.063], [1.625, -5.592, -0.769], [2.482, -7.958, -0.818], [0.846, -7.810, -0.052], [2.329, -8.076, 0.885], [2.102, -3.292, -0.159], [1.743, -2.025, 1.008], [0.432, -3.248, 0.408], [1.655, 5.426, -3.269], [3.129, 5.289, -3.251], [3.796, 3.994, -3.108], [3.734, 6.079, -4.563], [2.946, 7.149, -5.153], [3.630, 7.595, -6.419], [3.865, 6.432, -1.929], [2.886, 8.018, -4.497], [1.908, 6.881, -5.351], [3.703, 6.818, -7.179], [4.648, 7.878, -6.151], [3.084, 8.433, -6.852], [3.653, 6.107, -0.910], [3.448, 7.429, -2.073], [4.932, 6.413, -2.154]], "mulliken_charge": [1.77, -0.77, -0.60, 1.12, -0.60, -0.30, -0.06, -1.18, -0.95, 0.29, 0.29, 0.33, 0.29, 0.32, 0.36, 0.37, 0.33, -0.58, 1.12, -0.58, -0.29, -0.20, -1.30, -0.92, 0.38, 0.32, 0.39, 0.30, 0.34, 0.32, 0.36, 0.33, -0.63, 1.08, -0.55, -0.27, -0.08, -1.24, -0.88, 0.26, 0.32, 0.32, 0.32, 0.38, 0.38, 0.29, 0.31]}

=====

4.
{"formula": "C7H25NO6", "method": "ωB97M-V/def2-TZVPD", "orbital_gap_ev": 9.44, "energy_ev": -21438.3219, "homo_ha": -0.3293, "smiles": "C=CCC(=C)CCN.O.O.O.O.O.O", "relative_energy_kj_mol": 136.8, "lumo_ev": 0.5, "elements": ["C", "C", "C", "C", "C", "C", "C", "N", "H", "H", "H", "H", "H", "H", "H", "H", "H", "H", "H", "H", "H", "H", "H", "O", "H", "H", "O", "H", "H", "O", "H", "H", "O", "H", "H", "O", "H", "H", "O"], "positions_angstrom": [[0.260, 2.745, -0.458], [1.319, 2.241, 0.530], [1.043, 0.858, 1.065], [-0.064, 0.586, 1.767], [2.087, -0.227, 0.929], [1.599, -1.653, 1.102], [1.204, -2.374, 0.061], [0.371, 2.139, -1.804], [-0.742, 2.562, -0.107], [0.493, 3.795, -0.613], [1.390, 2.924, 1.381], [2.298, 2.298, 0.048], [-0.714, 1.439, 1.959], [-0.349, -0.420, 2.014], [2.656, -0.137, -0.002], [2.916, -0.154, 1.647], [1.540, -1.995, 2.124], [1.234, -1.866, -0.895], [0.846, -3.387, 0.193], [-0.357, 1.437, -1.884], [1.246, 1.641, -1.979], [-2.034, 1.384, -2.850], [-2.443, 0.393, -1.632], [-1.853, 0.557, -2.393], [-2.669, -3.227, 0.892], [-2.500, -2.804, -0.536], [-3.193, -2.928, 0.138], [3.311, 1.263, -1.591], [3.064, 1.266, -3.058], [3.053, 0.660, -2.304], [-1.545, 0.058, 0.337], [-2.621, -0.968, 0.590], [-2.485, -0.103, 0.165], [-2.181, -0.554, 3.738], [-0.683, -0.426, 4.111], [-1.371, -1.059, 3.887], [-0.974, -1.350, -2.107], [-1.875, -2.378, -2.607], [-1.281, -2.236, -1.857]], "mulliken_charge": [-0.61, -1.09, 1.20, -1.82, -0.50, -0.34, -0.82, -0.66, 0.31, 0.34, 0.40, 0.32, 0.29, 0.99, 0.14, 0.30, 0.42, 0.24, 0.34, 0.42, 0.29, 0.28, 0.38, -0.73, 0.34, 0.40, -0.69, 0.32, 0.31, -0.67, 0.36, 0.30, -0.70, 0.32, 0.34, -0.66, 0.30, 0.30, -0.66]}

=====

5.
{"formula": "C38H34MnN2O2P2S", "method": "ωB97M-V/def2-TZVPD", "orbital_gap_ev": [5.60, 7.16], "energy_ev": -107741.7102, "homo_ha": [-0.6027, -0.6138], "total_charge": 3, "s2": 6.200, "relative_energy_kj_mol": 100.7, "lumo_ev": [-10.8, -9.5], "multiplicity": 5, "elements": ["Mn", "O", "S", "C", "C", "C", "C", "C", "C", "P", "C", "C", "C", "C", "C", "C", "C", "C", "C", "C", "C", "C", "C", "C", "C", "C", "C", "C", "P", "C", "C", "C", "C", "C", "C", "C", "C", "C", "C", "C", "C", "H", "H", "H", "H", "H", "H", "H", "H", "H", "H", "H", "H", "H", "H", "H", "H", "H", "H", "H", "H", "H", "H", "H", "H", "H", "H", "H", "H", "C", "N", "C", "N", "O", "H", "H", "H", "H", "H", "H"], "positions_angstrom": [[0.260, 0.589, 0.041], [0.326, 0.494, 2.530], [-0.097, -0.714, 1.801], [1.167, -1.951, 2.234], [1.042, -3.007, 3.111], [2.184, -3.738, 3.431], [3.405, -3.429, 2.851], [3.511, -2.392, 1.935], [2.383, -1.647, 1.604], [2.443, -0.262, 0.401], [4.164, 0.201, 0.074], [4.790, -0.240, -1.096], [6.095, 0.135, -1.349], [6.768, 0.974, -0.469], [6.149, 1.406, 0.697], [4.843, 1.036, 0.966], [1.881, -0.944, -1.207], [1.554, 0.037, -2.179], [1.195, -0.362, -3.460], [1.145, -1.715, -3.774], [1.462, -2.675, -2.820], [1.826, -2.300, -1.538], [-1.840, -0.883, 2.288], [-2.303, -1.255, 3.535], [-3.654, -1.078, 3.817], [-4.519, -0.573, 2.857], [-4.045, -0.213, 1.603], [-2.687, -0.332, 1.319], [-1.958, 0.055, -0.319], [-2.328, -1.529, -1.140], [-1.510, -2.618, -0.830], [-1.819, -3.876, -1.309], [-2.954, -4.059, -2.086], [-3.773, -2.982, -2.387], [-3.465, -1.711, -1.925], [-2.825, 1.373, -1.193], [-3.616, 2.346, -0.581], [-4.179, 3.345, -1.355], [-3.897, 3.423, -2.713], [-3.068, 2.486, -3.315], [-2.528, 1.463, -2.562], [0.090, -3.257, 3.552], [2.114, -4.541, 4.149], [4.284, -4.000, 3.108], [4.460, -2.153, 1.475], [4.268, -0.882, -1.791], [6.580, -0.231, -2.241], [7.772, 1.297, -0.702], [6.679, 2.046, 1.387], [4.343, 1.397, 1.855], [1.756, 1.100, -1.971], [0.986, 0.383, -4.214], [0.881, -2.024, -4.774], [1.443, -3.722, -3.087], [2.109, -3.051, -0.812], [-1.638, -1.646, 4.286], [-4.021, -1.323, 4.801], [-5.564, -0.441, 3.093], [-4.721, 0.171, 0.854], [-0.633, -2.471, -0.203], [-1.186, -4.717, -1.072], [-3.199, -5.045, -2.449], [-4.663, -3.135, -2.978], [-4.115, -0.882, -2.163], [-3.801, 2.323, 0.483], [-4.845, 4.065, -0.904], [-4.314, 4.226, -3.303], [-2.849, 2.558, -4.369], [-1.894, 0.713, -3.018], [-0.417, 5.943, 1.172], [-0.223, 4.755, 0.368], [0.001, 3.539, 0.861], [0.050, 3.363, 2.184], [0.151, 2.561, 0.061], [-0.700, 6.762, 0.518], [0.500, 6.223, 1.694], [-1.213, 5.794, 1.901], [-0.207, 4.854, -0.636], [0.013, 4.136, 2.826], [0.198, 2.438, 2.569]], "mulliken_spin": [4.01, 0.08, -0.11, 0.00, 0.00, 0.00, 0.00, 0.00, -0.01, -0.08, 0.02, -0.01, 0.00, 0.00, 0.00, 0.00, -0.02, 0.00, 0.05, 0.01, 0.00, 0.05, 0.01, 0.00, 0.00, 0.00, -0.01, 0.01, -0.03, -0.05, 0.02, 0.01, -0.01, 0.00, 0.00, 0.01, -0.01, 0.00, -0.01, 0.01, -0.02, 0.00, 0.00, 0.00, 0.00, 0.00, 0.00, 0.00, 0.00, 0.00, -0.02, 0.00, 0.00, 0.00, 0.00, 0.00, 0.00, 0.00, 0.00, -0.01, 0.00, 0.00, 0.00, 0.00, 0.00, 0.00, 0.00, 0.00, -0.01, 0.00, 0.01, 0.02, 0.01, 0.08, 0.00, 0.00, 0.00, 0.00, 0.00, 0.00]}

=====

6.
{"formula": "C3H12N2O", "method": "ωB97M-V/def2-TZVPD", "orbital_gap_ev": 2.76, "energy_ev": -8323.7911, "homo_ha": -0.2791, "relative_energy_kj_mol": 919.6, "lumo_ev": -4.8, "elements": ["C", "C", "N", "C", "N", "H", "H", "H", "H", "H", "H", "H", "H", "H", "H", "H", "H", "O"], "positions_angstrom": [[-0.511, -0.103, 1.013], [0.290, 1.095, 0.542], [-0.222, 1.575, -0.776], [0.946, -2.455, -0.797], [1.761, -1.429, -0.222], [0.011, -0.716, 1.742], [-1.499, 0.135, 1.390], [-0.728, -0.603, 0.080], [1.322, 0.805, 0.324], [0.218, 2.013, 1.122], [0.353, 2.277, -1.236], [0.232, -1.591, -0.930], [0.558, -3.254, -0.162], [1.363, -2.891, -1.731], [2.725, -1.619, -0.521], [-3.227, 2.624, 0.403], [-1.120, 2.111, -0.581], [-2.472, 2.027, 0.339]], "mulliken_charge": [-1.01, -0.19, -0.66, -0.57, -0.22, 0.30, 0.33, 0.15, 0.31, 0.35, 0.21, 0.32, 0.28, 0.33, 0.27, 0.21, 0.33, -0.73]}